Entry from OMol25: a molecular structure, C41H109N3O13 (ωB97M-V/def2-TZVPD).

Positions of all 166 atoms, in Å:
H (-4.0663, -28.4239, -5.1908)
H (-11.0637, -25.6691, -0.9923)
C (-5.2704, -25.6576, -8.5389)
C (-14.7451, -32.2768, -0.2332)
H (-14.6911, -32.5916, 0.8073)
C (-11.2099, -31.8430, -5.7286)
H (-8.1510, -25.7909, -0.1988)
H (-8.1735, -32.2395, -1.5032)
H (-3.4562, -32.6240, -6.9661)
O (-11.5387, -28.2445, -0.5342)
H (-8.1826, -30.3334, 0.5820)
H (-9.1410, -24.0919, 1.3504)
C (-3.9129, -25.3814, -3.9767)
H (-14.8760, -33.1200, -0.9117)
C (-13.5465, -26.9901, -1.0001)
H (-10.7376, -29.2251, -3.1090)
H (-4.5451, -31.3736, -0.2481)
O (-6.9303, -28.7673, -6.9620)
C (-2.8292, -32.1119, -6.2194)
H (-10.2402, -31.3547, -5.5815)
H (-15.6108, -31.6177, -0.3325)
H (-0.0759, -32.8389, -7.9035)
H (-10.5107, -33.5105, -3.0459)
O (-7.6951, -25.9249, -8.8277)
H (-5.2395, -28.8177, -1.2483)
C (-11.5025, -25.9082, -0.0231)
H (-6.8453, -24.6475, -7.5302)
C (-11.9179, -28.2848, -6.8243)
H (-8.7873, -29.3664, -6.1631)
C (-9.2348, -30.4005, 0.8514)
H (-10.7489, -31.0469, 4.8446)
C (-13.1042, -28.7998, -4.6991)
C (-10.6308, -31.8070, 2.2078)
H (-5.3575, -30.8082, -4.2315)
H (-9.1380, -25.7809, -2.9425)
H (-7.9536, -34.6168, -1.3106)
C (-4.9791, -30.7329, -2.2765)
H (-6.2168, -31.6237, -0.6563)
H (-3.9079, -30.6717, -2.4945)
H (-13.6394, -31.8063, -2.8589)
H (-12.1861, -29.2080, -7.3544)
C (-5.3271, -25.5892, -3.4630)
C (-12.3516, -27.1575, -0.0580)
H (-14.3052, -27.7681, -0.9170)
O (-12.3637, -33.3512, -7.2906)
C (-7.9670, -24.7206, -0.3290)
H (-9.2237, -30.0979, -2.7391)
H (-12.7506, -30.4026, -2.3369)
H (-0.9060, -31.2748, -8.0520)
H (-9.7853, -27.6021, -8.0290)
H (-5.6653, -26.5958, -3.7068)
H (-4.5589, -25.2175, -7.8348)
H (-9.7254, -31.4798, -7.9122)
O (-13.3087, -30.3636, 0.1774)
C (-6.7431, -26.6352, -6.7322)
H (-10.4818, -32.6715, 2.8534)
H (-11.5053, -29.8518, 2.1577)
C (-3.1080, -30.6099, -6.1951)
H (-13.9822, -28.6139, -4.0833)
H (-10.3917, -33.5641, -6.6609)
H (-10.6574, -26.6177, -3.2601)
C (-8.9601, -27.9780, -2.8378)
H (-8.5276, -34.9016, -2.9578)
C (-9.5709, -26.6854, -3.3711)
H (-10.3264, -32.8111, -8.9118)
H (-8.7184, -24.3354, -1.0197)
H (-12.6385, -32.1530, -0.6293)
H (-6.5287, -27.6411, -7.1062)
C (-8.3250, -28.6262, -6.8250)
H (-6.0777, -24.1872, 1.6043)
O (-5.5666, -31.3399, -3.4260)
H (-12.6876, -33.8399, -6.5241)
H (-6.3572, -27.5234, -5.4811)
O (-7.8210, -22.6074, 0.7125)
H (-12.2221, -28.6844, -4.0686)
H (-12.7671, -27.4025, 0.9242)
H (-6.9510, -34.2071, -2.6900)
H (-2.2206, -26.3144, -3.4497)
H (-10.5571, -31.8852, -2.3463)
H (-12.1748, -25.0785, 0.2079)
C (-5.6002, -29.3495, -2.1339)
O (-3.1704, -26.4058, -3.3228)
H (-7.9579, -28.0756, -3.2668)
H (-10.6625, -26.9263, -9.4992)
H (-9.4967, -29.4687, -4.3442)
H (-3.1329, -32.5707, -5.2772)
H (-7.4513, -26.6914, -9.3590)
H (-7.7316, -26.5489, -6.2775)
C (-7.9790, -34.2021, -2.3232)
C (-3.3036, -24.0260, -3.6858)
H (-8.7703, -28.7796, -7.8041)
H (-3.8550, -25.5133, -5.0675)
C (-8.1104, -23.9933, 0.9995)
H (-5.0815, -30.7321, -6.6193)
C (-11.4736, -30.7052, 2.8447)
H (-12.0996, -29.0329, -0.3955)
H (-6.6860, -29.3693, -2.0352)
H (-5.3183, -28.7114, -2.9750)
H (-13.0239, -30.6973, 1.0514)
H (-12.9513, -31.8101, 3.6579)
H (-4.9544, -32.6413, -1.3810)
H (-2.8517, -30.2098, -7.1855)
H (-13.4421, -30.3962, 3.4050)
N (-14.3744, -28.0669, -6.5964)
C (-9.6622, -29.2619, -3.2846)
H (-13.0919, -29.8566, -4.9817)
H (-8.5281, -27.6322, -6.4139)
C (-11.1074, -32.7734, -6.9175)
C (-7.0535, -24.4878, 1.9772)
H (-9.5054, -29.3889, 1.1787)
H (-14.4111, -27.5689, -7.4832)
H (-9.3928, -26.6006, -4.4517)
H (-6.0488, -26.4803, -5.9016)
O (-11.7836, -27.3323, -7.8720)
C (-13.6320, -31.0063, -2.1169)
H (-14.0668, -26.0456, -0.8076)
H (-6.6480, -29.1872, -4.9585)
H (-5.1905, -25.0732, -9.4560)
H (-11.3625, -31.3730, -8.5625)
H (-13.2211, -26.9128, -2.0402)
H (-9.8660, -30.6425, -0.0084)
O (-1.5012, -32.4672, -6.4807)
C (-10.0979, -32.8756, -2.2612)
H (-7.1144, -25.5669, 2.1542)
H (-7.2887, -31.9196, -3.5799)
C (-13.1028, -27.8829, -5.9282)
H (-10.7687, -28.6206, -9.1726)
H (-9.9457, -29.7326, 4.0694)
H (-2.4472, -30.0998, -5.4922)
H (-11.1066, -32.0717, 1.2539)
C (-1.0311, -32.3304, -7.7947)
H (-1.7196, -32.8127, -8.5004)
H (-11.4239, -32.3345, -4.7803)
H (-11.8915, -31.0046, -5.8983)
O (-9.3326, -31.3145, 1.9251)
N (-12.9077, -31.1111, 2.9055)
H (-3.8120, -23.1977, -4.1790)
H (-2.2885, -24.0433, -4.1011)
H (-11.5225, -29.4164, 4.6364)
H (-7.1765, -24.1232, 3.0037)
O (-8.2298, -32.1834, -3.5765)
H (-3.1813, -23.8441, -2.6170)
H (-8.2024, -22.1049, 1.4422)
C (-4.7379, -28.8954, -5.9109)
O (-8.9213, -27.9353, -1.4181)
N (-4.5119, -30.3614, -5.8599)
C (-10.6605, -27.6437, -8.6802)
H (-11.0021, -28.3856, -6.2306)
H (-6.9757, -24.6503, -0.7767)
H (-6.0538, -24.8906, -3.8869)
H (-14.5642, -30.4573, -2.2541)
H (-10.4615, -33.2623, -1.3064)
H (-14.4826, -29.0325, -6.8952)
C (-5.2110, -31.6232, -1.0770)
H (-5.3943, -25.4517, -2.3832)
H (-10.7131, -25.9789, 0.7238)
C (-10.9281, -30.2037, 4.1708)
C (-13.5054, -31.4834, -0.6712)
H (-4.4189, -28.4386, -6.8604)
H (-12.8658, -26.8659, -5.6129)
C (-8.5899, -32.7875, -2.3571)
H (-9.8653, -28.0266, -1.1715)
C (-6.6601, -25.6566, -7.9041)
C (-10.6125, -32.0614, -8.1773)
C (-6.2135, -28.5752, -5.7569)
H (-4.8861, -26.6592, -8.7545)

Cartesian forces (eV/Å) of the 3 atoms listed first:
H -0.507 0.083 0.502
H 0.059 -0.285 -0.054
C 0.287 0.065 0.189

Values from the calculation:
HOMO energy in Eh: -0.321
Orbital gap in eV: 9.3

Entry from OMol25: 14 unconnected molecules or ions with the total composition C41H112N4O24 (ωB97M-V/def2-TZVPD).

Positions of all 181 atoms, in Å:
H (-10.2300, -15.7404, 9.3340)
H (-10.8066, -24.2562, 6.6746)
H (-19.3398, -23.2455, 10.9118)
C (-11.2861, -26.2096, 6.7026)
H (-12.8301, -18.7588, 12.8533)
H (-12.4270, -19.6177, 10.3044)
H (-18.4859, -14.2574, 12.1661)
H (-14.1408, -19.5399, 4.4169)
H (-4.8550, -19.8575, 12.2833)
O (-19.0886, -24.1248, 9.0033)
H (-15.8553, -23.2312, 15.3697)
H (-12.1671, -16.9500, 9.1202)
N (-16.9436, -24.2267, 11.9409)
O (-10.3997, -24.0214, 13.9236)
C (-5.9215, -17.8604, 8.1422)
H (-15.5111, -28.7838, 13.1020)
H (-20.0398, -23.7128, 7.3578)
H (-5.9423, -16.4131, 10.3004)
C (-17.5009, -14.4465, 12.6151)
C (-15.4193, -15.3425, 8.6893)
C (-12.8003, -18.6591, 13.9512)
C (-16.0911, -27.8219, 13.2046)
N (-14.5901, -18.6371, 11.1949)
C (-11.5806, -21.8624, 9.2311)
H (-13.3535, -13.7525, 10.4730)
H (-13.8719, -26.9374, 11.3352)
H (-19.4430, -25.4278, 12.0609)
H (-11.8166, -21.2097, 5.1551)
O (-15.6964, -23.6133, 9.0224)
C (-8.4613, -18.8067, 10.9144)
H (-8.4583, -20.9420, 10.1513)
H (-13.8012, -20.3069, 12.1512)
C (-12.4921, -25.8115, 11.9782)
H (-15.6253, -13.1384, 11.1152)
H (-12.7945, -24.4924, 10.2844)
H (-9.5957, -21.2735, 13.9719)
H (-10.2696, -26.1686, 4.7607)
H (-15.0487, -17.9711, 13.0818)
H (-5.8340, -17.6937, 11.5762)
H (-8.5577, -21.4929, 15.2717)
H (-15.4467, -18.5561, 10.7106)
C (-11.0684, -19.4526, 5.7760)
O (-11.5452, -20.7719, 5.9746)
H (-17.5025, -23.9719, 12.7651)
O (-12.5638, -23.3435, 12.0653)
H (-8.7829, -24.9531, 5.5364)
H (-11.7953, -18.4226, 14.1960)
N (-6.0344, -19.7776, 9.6960)
C (-13.7652, -17.6023, 14.4685)
H (-16.2861, -15.0218, 8.1702)
N (-15.2788, -15.1916, 12.4783)
O (-12.1110, -16.6261, 10.0538)
H (-14.0653, -22.3892, 13.4339)
H (-13.6894, -19.9836, 9.0479)
O (-14.5946, -20.3039, 6.3970)
C (-13.2672, -20.3063, 10.0544)
H (-19.0421, -22.3596, 7.9234)
H (-16.1981, -20.6833, 11.9323)
H (-15.5024, -24.8701, 5.8501)
H (-13.8201, -17.6429, 15.5995)
H (-4.3950, -20.7363, 9.3889)
C (-16.0709, -23.8470, 7.6647)
H (-11.3962, -25.8150, 12.0098)
C (-6.3591, -18.2964, 9.5385)
H (-15.4991, -15.8786, 13.2081)
O (-15.0812, -14.3420, 9.6442)
C (-13.9595, -22.7663, 16.1847)
H (-12.8475, -25.8212, 13.0010)
C (-10.0580, -26.4121, 5.8546)
H (-13.9492, -23.6202, 16.9123)
C (-9.0187, -22.0559, 14.4578)
H (-8.0157, -17.0497, 9.8507)
H (-11.3006, -22.9380, 9.3210)
H (-16.3058, -22.8316, 7.2529)
H (-15.6617, -16.2895, 9.1535)
C (-5.9416, -20.0074, 12.2631)
H (-10.7790, -17.7409, 6.9012)
H (-18.3361, -26.6840, 11.7296)
C (-6.1283, -22.0161, 10.7447)
H (-14.5208, -24.1555, 14.6242)
H (-14.4090, -21.8388, 16.5769)
H (-13.3949, -18.8364, 6.8817)
H (-13.7677, -22.6239, 5.0496)
H (-9.6529, -27.4227, 5.9400)
H (-15.3049, -21.2493, 3.2393)
O (-13.1140, -19.9548, 14.5552)
H (-16.4832, -25.4229, 13.7455)
H (-17.0467, -13.5794, 10.0390)
H (-16.9337, -24.4626, 7.6900)
C (-16.4547, -14.9646, 11.6474)
H (-13.8536, -18.1621, 10.6813)
C (-18.7884, -25.8089, 11.3096)
H (-12.7617, -22.5846, 11.5173)
H (-6.5109, -16.9824, 7.8980)
H (-12.2266, -14.2351, 8.6388)
H (-10.7491, -13.6534, 9.3914)
H (-6.5866, -22.7857, 11.3977)
H (-8.4573, -20.8437, 11.8642)
H (-6.3984, -19.0765, 12.5224)
H (-14.0827, -24.5035, 11.4027)
H (-9.1804, -23.8500, 15.6897)
H (-17.1431, -28.0060, 13.0307)
O (-4.5716, -19.8627, 9.7522)
H (-5.0311, -22.1633, 10.8657)
O (-11.5247, -24.8439, 6.8382)
H (-16.1598, -26.1418, 12.0612)
C (-17.8068, -24.7599, 10.8233)
O (-9.0697, -25.4757, 6.2930)
C (-19.7658, -23.1646, 8.1998)
H (-16.2884, -23.4586, 11.6890)
O (-15.0646, -18.0200, 14.0713)
O (-12.8847, -26.9332, 11.2630)
C (-6.5248, -20.4866, 10.9417)
O (-12.7407, -18.1731, 7.1518)
H (-15.8086, -19.4154, 4.9667)
C (-18.5739, -23.5913, 10.2051)
H (-17.2065, -13.4672, 13.0362)
C (-14.2695, -20.0721, 11.1547)
C (-5.6040, -17.4056, 10.5538)
H (-16.8543, -15.8572, 11.1620)
H (-15.8250, -22.0903, 4.7468)
H (-15.2554, -21.9672, 10.9028)
H (-7.9607, -18.3740, 11.8337)
O (-12.5947, -22.4928, 15.8851)
O (-12.7625, -21.6427, 10.0148)
H (-14.5730, -15.6219, 11.8778)
H (-6.3906, -22.2093, 9.6661)
H (-17.1256, -25.1870, 10.1425)
H (-11.0841, -26.6263, 7.6775)
H (-13.1426, -24.0033, 6.6484)
C (-11.6705, -14.1710, 9.6174)
C (-15.9401, -27.1040, 14.5486)
H (-11.0412, -19.2049, 7.8940)
H (-16.0430, -20.5770, 10.1539)
C (-11.4146, -18.6052, 7.0559)
H (-11.7157, -21.5727, 8.1498)
H (-10.7131, -15.4652, 11.0152)
H (-6.0435, -18.6558, 7.4354)
H (-8.3961, -18.5255, 8.7710)
H (-12.6533, -21.5420, 15.6368)
H (-14.8224, -26.8367, 14.6745)
H (-10.7590, -21.2208, 9.6926)
H (-4.4990, -17.5113, 10.3990)
H (-6.1090, -20.8113, 13.0121)
O (-13.8169, -22.0315, 4.3073)
O (-16.7021, -25.8968, 14.5431)
H (-10.0096, -19.5152, 5.5499)
H (-16.3155, -27.6598, 15.3856)
H (-9.5144, -18.5515, 11.0822)
H (-14.0872, -20.0686, 14.3885)
H (-17.8209, -22.8403, 10.0289)
C (-14.9531, -20.0931, 4.9969)
H (-14.7479, -23.3724, 8.9661)
H (-20.5688, -22.7072, 8.7409)
H (-8.6271, -23.0240, 12.8566)
H (-13.5098, -16.6105, 14.0738)
H (-14.6074, -15.4273, 7.9772)
C (-15.0653, -21.3994, 4.3195)
H (-14.5307, -25.3245, 7.2640)
O (-14.8807, -22.2312, 13.8922)
C (-11.1648, -15.5593, 9.9989)
H (-13.7895, -20.8148, 6.2755)
H (-11.3107, -23.7312, 13.7654)
O (-13.9990, -23.5564, 6.5342)
H (-17.5447, -15.1783, 13.4231)
C (-13.0126, -24.5190, 11.3489)
C (-9.8482, -23.2101, 15.0043)
C (-15.5502, -20.9135, 11.0881)
O (-15.6090, -26.9114, 12.1759)
H (-4.8819, -17.5697, 8.1789)
C (-7.9213, -18.1493, 9.6791)
O (-12.4201, -13.5535, 10.5805)
O (-8.0627, -22.5963, 13.5615)
H (-11.5668, -18.9792, 4.9308)
C (-14.8189, -23.1553, 15.0230)
C (-8.0944, -20.3375, 10.9274)
H (-12.1367, -26.6420, 6.2190)
C (-16.1030, -13.9326, 10.5241)
C (-15.0304, -24.4890, 6.7644)
H (-19.3256, -26.0520, 10.4317)
H (-10.6615, -22.8110, 15.5824)

Cartesian forces (eV/Å) of the 3 atoms listed first:
H -1.620 -0.325 0.635
H 1.390 -0.004 -0.092
H -0.120 0.096 -0.231

Values from the calculation:
HOMO energy in Eh: -0.311
Orbital gap in eV: 8.5

- orbital gap of number 2 (C41H112N4O24)?
  8.5 eV

- Number 2 is which compound?
  C41H112N4O24